Record 1
{"formula": "C7H16", "method": "ωB97M-V/def2-TZVPD", "elements": ["C", "C", "C", "C", "C", "C", "C", "H", "H", "H", "H", "H", "H", "H", "H", "H", "H", "H", "H", "H", "H", "H", "H"], "xyz": [[-0.085042, 0.722740, -0.186735], [-0.604606, -0.557916, -0.374258], [1.395517, -1.249577, 0.003634], [0.224448, 1.362002, 1.132588], [-2.048382, 1.433595, -0.699757], [-1.467626, -1.300247, 0.600846], [2.575808, -0.637168, -0.707742], [0.461681, 1.134860, -1.028557], [-0.711018, -0.871077, -1.407951], [1.165671, -2.254208, -0.352671], [1.487616, -1.263872, 1.089175], [-0.274124, 0.872506, 1.967877], [-0.088401, 2.408821, 1.115758], [1.302039, 1.345905, 1.313203], [-1.387660, -0.915714, 1.616814], [-1.753237, 2.415076, -1.067792], [-2.593442, 0.882279, -1.463982], [-2.597466, 1.493022, 0.237920], [-2.513740, -1.244075, 0.291561], [-1.183294, -2.355638, 0.617212], [2.374560, -0.497585, -1.775010], [2.843525, 0.338078, -0.289380], [3.477171, -1.261808, -0.632752]], "forces_ev_per_angstrom": [[-4.4, 3.2, -1.1], [4.4, -3.1, 0.8], [-2.2, -1.0, -0.4], [0.0, 0.0, 0.0], [2.2, 0.7, 0.6], [0.1, 0.0, -0.1], [-0.2, 0.3, -0.1], [0.1, -0.1, 0.1], [0.0, 0.1, 0.1], [0.3, -0.1, 0.1], [-0.1, 0.1, 0.0], [0.0, 0.0, 0.0], [0.1, -0.1, 0.0], [0.0, -0.1, 0.0], [0.0, 0.0, 0.0], [-0.4, 0.1, 0.0], [0.3, -0.3, 0.0], [0.1, 0.0, 0.0], [0.0, 0.0, 0.0], [-0.1, 0.1, 0.0], [0.0, 0.0, 0.1], [0.0, 0.0, -0.1], [-0.2, 0.0, 0.0]], "mulliken_charge": [0.13, 0.07, -0.76, -1.33, -1.30, -1.29, -1.04, 0.39, 0.38, 0.42, 0.35, 0.23, 0.40, 0.34, 0.23, 0.41, 0.41, 0.32, 0.38, 0.39, 0.27, 0.26, 0.36], "orbital_gap_ev": 7.80, "lumo_ev": 1.101, "e_homo_ev": -6.7}

***

Record 2
{"formula": "C7H16BBr6Na4O3", "method": "ωB97M-V/def2-TZVPD", "elements": ["Na", "Na", "Na", "Na", "C", "O", "O", "O", "B", "H", "H", "H", "H", "Br", "C", "C", "Br", "H", "H", "H", "H", "Br", "C", "C", "Br", "H", "H", "H", "H", "Br", "C", "C", "Br", "H", "H", "H", "H"], "xyz": [[0.502941, 1.236227, -2.981515], [0.495763, -3.530729, -0.173876], [-2.197325, -2.304312, -2.136111], [2.873280, -0.407759, -1.476039], [-0.449838, -0.451184, -0.900624], [-0.775534, -1.549472, -0.271868], [0.706311, 0.078057, -0.787601], [-1.181531, -0.093247, -1.862552], [2.161565, -0.319441, -4.014788], [1.611345, -0.162173, -5.025307], [3.114903, -0.968661, -4.181323], [2.526668, 0.678401, -3.614784], [1.523058, -0.797832, -3.213010], [1.865918, -3.653256, 2.559540], [2.241915, -1.748965, 2.225698], [3.723823, -1.545621, 1.955419], [4.164194, 0.163858, 1.096343], [1.889336, -1.084885, 3.011496], [1.740546, -1.406755, 1.311120], [4.198502, -2.335341, 1.376869], [4.281139, -1.562209, 2.893687], [-0.505301, -0.691530, 4.995654], [-1.394990, -0.957031, 3.231150], [-1.431281, 0.234351, 2.346255], [-2.108222, 1.862558, 3.223462], [-2.374035, -1.317340, 3.533881], [-0.876525, -1.786853, 2.754389], [-2.065839, 0.111109, 1.470469], [-0.463858, 0.504829, 1.922978], [-0.712095, 3.456672, -0.888490], [-2.592071, 3.076228, -0.517916], [-3.352591, 2.845471, -1.803890], [-5.259312, 2.730621, -1.422720], [-3.018554, 3.914721, 0.026398], [-2.614806, 2.217212, 0.145544], [-3.056742, 1.917796, -2.287920], [-3.190757, 3.646485, -2.520018]], "forces_ev_per_angstrom": [[-0.5, -0.2, 0.4], [-0.2, 0.7, 0.4], [0.2, 1.2, 0.4], [-0.4, 0.3, -0.3], [1.7, -1.2, -1.8], [0.1, -1.3, 0.6], [0.5, 0.0, 1.1], [-1.7, 0.5, -0.9], [0.8, -0.7, -1.0], [-0.8, 0.2, -0.9], [1.0, -0.8, -0.1], [0.8, 2.4, 0.9], [-1.7, -1.3, 1.6], [-0.1, 0.7, -0.2], [0.4, 1.0, -1.4], [0.8, -0.6, 1.1], [-0.3, -0.4, 0.2], [-0.1, -0.5, 0.4], [-0.5, -0.5, 0.2], [-0.3, 0.1, -0.4], [0.0, 0.3, -0.1], [0.0, -0.1, -0.8], [-0.1, -0.6, 1.0], [0.2, 1.2, -0.5], [0.1, -0.4, -0.2], [-0.1, 0.2, -0.2], [0.1, 0.1, -0.1], [-0.2, -0.4, 0.2], [0.1, 0.0, 0.3], [-0.1, 0.0, 0.0], [-0.4, -0.1, 0.1], [0.4, -0.2, -0.2], [0.2, 0.0, 0.0], [0.3, 0.2, 0.0], [0.1, -0.1, -0.1], [0.0, -0.1, 0.2], [-0.2, 0.2, 0.1]], "mulliken_charge": [0.69, 0.94, 0.91, 0.74, 1.02, -1.21, -0.66, -0.91, 0.43, -0.20, -0.20, -0.25, -0.46, -0.18, 0.41, -0.80, -0.15, 0.28, -0.32, 0.45, 0.44, -0.15, -0.51, -0.31, -0.11, 0.49, 0.16, 0.20, 0.24, -0.16, -0.25, -0.56, -0.15, 0.45, 0.03, 0.23, 0.43], "orbital_gap_ev": 7.18, "lumo_ev": -4.550, "e_homo_ev": -11.7, "total_charge": 1}

***

Record 3
{"formula": "C7H16BBrO4Si", "method": "ωB97M-V/def2-TZVPD", "elements": ["C", "C", "O", "B", "O", "Si", "Br", "C", "C", "C", "C", "O", "C", "O", "H", "H", "H", "H", "H", "H", "H", "H", "H", "H", "H", "H", "H", "H", "H", "H"], "xyz": [[-2.092198, 3.235128, 0.474113], [-3.153495, 2.160089, 0.665103], [-2.676607, 1.107703, 1.506525], [-1.982262, 0.058505, 0.971767], [-2.623465, -0.876430, 0.205903], [0.009223, -0.135256, 1.373616], [0.358317, 0.119029, 3.570764], [0.722577, -1.802290, 0.898858], [2.248441, -1.926226, 0.660335], [2.586236, -1.949877, -0.843594], [2.495514, -0.595209, -1.556303], [1.467110, -0.630477, -2.591464], [0.303135, -0.088558, -2.210939], [-0.763293, -0.614496, -2.356480], [-1.425352, 3.021185, -0.367146], [-2.557211, 4.209301, 0.303449], [-1.481832, 3.301728, 1.378952], [-3.475358, 1.747347, -0.299027], [-4.044936, 2.570183, 1.143890], [-2.217992, -1.088393, -0.646580], [0.750376, 0.977703, 0.721820], [0.186471, -2.190113, 0.025073], [0.421878, -2.437199, 1.741706], [2.797722, -1.126750, 1.171836], [2.605952, -2.861001, 1.101231], [1.867233, -2.613984, -1.332190], [3.579852, -2.373148, -1.015198], [2.246343, 0.208297, -0.856618], [3.428253, -0.330187, -2.053896], [0.419368, 0.923396, -1.785505]], "forces_ev_per_angstrom": [[0.1, 0.0, 0.1], [-0.5, -0.1, -0.2], [0.5, 0.0, 0.0], [0.0, -0.2, 0.1], [-0.3, 0.6, -0.6], [-0.1, 0.1, -0.1], [0.1, 0.1, 0.0], [0.2, 0.0, 0.1], [-0.1, 0.0, -0.2], [-0.1, 0.0, 0.2], [0.0, 0.2, -0.1], [0.0, -0.3, 0.3], [0.0, 0.2, 0.0], [0.1, 0.0, -0.1], [-0.1, 0.0, 0.1], [0.1, -0.1, -0.1], [-0.1, 0.1, -0.1], [0.0, 0.0, 0.1], [0.1, 0.0, 0.1], [0.2, -0.3, 0.3], [0.1, 0.0, 0.0], [0.0, 0.0, 0.1], [0.0, 0.0, -0.1], [0.0, 0.0, -0.1], [0.0, 0.1, -0.1], [0.2, 0.0, -0.1], [-0.1, 0.0, 0.1], [0.1, 0.0, 0.0], [-0.1, -0.1, 0.0], [0.0, -0.1, 0.2]], "mulliken_charge": [-0.94, -0.20, -0.59, 0.79, -0.61, 0.13, -0.37, -0.62, -0.76, -0.73, -0.35, -0.38, 0.05, -0.51, 0.22, 0.37, 0.25, 0.26, 0.31, 0.32, -0.12, 0.39, 0.52, 0.34, 0.34, 0.40, 0.36, 0.24, 0.37, 0.52], "orbital_gap_ev": 9.83, "lumo_ev": 0.517, "smiles": "CCOB(O)[Si@@H](Br)CCCCOC=O", "e_homo_ev": -9.3}

***

Record 4
{"formula": "C7H16BaCl3GeOS3", "method": "ωB97M-V/def2-TZVPD", "elements": ["Ba", "C", "C", "S", "C", "C", "S", "C", "C", "S", "H", "H", "H", "H", "H", "H", "H", "H", "H", "H", "H", "H", "C", "O", "H", "H", "H", "H", "Cl", "Ge", "Cl", "Cl"], "xyz": [[-0.448761, -0.309438, 0.877404], [-3.971363, 2.271168, 2.941350], [-2.710161, 3.127630, 3.008175], [-1.274404, 2.463777, 2.122494], [-1.049847, 3.376949, 0.575169], [-2.177971, 3.216334, -0.437871], [-2.328277, 1.488207, -1.004310], [-4.111548, 1.153420, -0.888586], [-4.676086, 0.928362, 0.510022], [-5.011732, 2.442338, 1.467855], [-4.604900, 2.557204, 3.781909], [-3.731580, 1.214478, 3.065616], [-2.383990, 3.202877, 4.045548], [-2.869970, 4.140443, 2.636700], [-0.108642, 2.993869, 0.165843], [-0.883950, 4.427328, 0.814114], [-1.996761, 3.833394, -1.316675], [-3.130368, 3.501025, 0.004339], [-4.261444, 0.259155, -1.495915], [-4.613037, 1.974143, -1.400897], [-4.019299, 0.289324, 1.104010], [-5.632271, 0.414734, 0.403060], [1.351639, -1.901907, -1.842724], [0.106074, -1.213301, -1.502975], [1.256061, -2.376929, -2.814514], [1.560144, -2.664172, -1.093317], [2.151829, -1.167815, -1.878013], [-0.534293, -1.389033, -2.201320], [4.018750, -0.419649, 0.604847], [2.442941, -0.829806, 1.928839], [2.125451, -2.893437, 2.337033], [2.439012, 0.385945, 3.632359]], "forces_ev_per_angstrom": [[-1.3, 0.2, -0.2], [0.0, 0.0, 0.0], [-0.2, 0.0, -0.1], [0.5, -0.3, 0.1], [-0.4, 0.0, -0.1], [0.1, 0.0, 0.1], [-0.1, 0.1, -0.1], [0.1, 0.0, 0.1], [0.0, 0.1, 0.0], [0.1, 0.1, -0.1], [0.0, 0.0, 0.0], [0.0, 0.0, 0.1], [0.1, 0.0, 0.0], [-0.1, 0.0, 0.0], [0.1, 0.1, 0.0], [0.0, 0.0, 0.0], [0.1, 0.0, 0.0], [0.0, 0.0, 0.0], [0.0, 0.0, 0.0], [-0.1, 0.0, 0.0], [0.0, -0.1, 0.0], [0.0, 0.0, 0.0], [0.0, 0.0, -0.1], [0.1, -0.2, 0.0], [0.0, 0.0, 0.0], [0.0, 0.0, 0.0], [0.0, 0.0, 0.0], [0.0, 0.1, -0.1], [0.2, 0.0, -0.1], [1.0, -0.3, 0.0], [-0.1, 0.0, 0.0], [0.0, 0.2, 0.4]], "mulliken_charge": [1.66, -0.64, -0.75, -0.16, -0.75, -0.35, -0.11, -0.68, -0.46, -0.08, 0.42, 0.25, 0.48, 0.41, 0.28, 0.41, 0.46, 0.23, 0.45, 0.40, 0.08, 0.43, -0.62, -0.37, 0.33, 0.29, 0.23, 0.25, -0.17, 0.39, -0.16, -0.14], "orbital_gap_ev": [7.53, 5.12], "lumo_ev": [-6.835, -9.246], "spin_multiplicity": 2, "e_homo_ev": [-14.4, -14.4], "total_charge": 2}

***

Record 5
{"formula": "C7H16BaO4", "method": "ωB97M-V/def2-TZVPD", "elements": ["C", "O", "H", "H", "H", "C", "O", "C", "C", "O", "C", "C", "O", "C", "H", "H", "H", "H", "H", "H", "H", "H", "H", "H", "H", "H", "H", "Ba"], "xyz": [[-0.737868, -2.132566, 0.799310], [-0.722225, -0.712554, 0.845889], [-1.576427, -2.417843, 0.151210], [0.203421, -2.484775, 0.357612], [-0.879690, -2.530889, 1.814564], [-2.597752, 1.565184, -1.801187], [-1.962788, 1.140307, -0.664430], [-2.782342, 0.527551, 0.345937], [-1.875353, 0.065906, 1.469511], [2.171651, 1.424951, 0.304569], [3.451146, 1.404013, -0.248818], [3.675958, 0.126920, -1.051428], [2.523760, -0.059091, -1.887147], [2.614861, -1.134027, -2.809422], [-2.210329, 2.479309, -2.252652], [-3.070177, 0.755266, -2.353319], [-3.304761, -0.324770, -0.112536], [-3.517197, 1.262210, 0.699427], [-1.731243, 0.938051, 2.115967], [-2.275558, -0.589076, 2.257327], [4.237683, 1.449006, 0.527551], [3.618948, 2.272001, -0.918017], [3.757053, -0.749451, -0.385643], [4.574849, 0.191198, -1.683118], [1.623267, -1.290139, -3.246941], [3.323331, -0.881149, -3.609855], [2.955563, -2.048353, -2.302865], [0.435952, 0.689074, -0.750920]], "forces_ev_per_angstrom": [[-1.2, -0.1, 0.4], [-1.0, 1.9, 1.8], [0.2, -0.4, 0.2], [-0.2, 0.3, 0.3], [0.2, -0.1, -0.4], [0.1, -0.5, -0.2], [-1.6, 1.0, 0.7], [-0.8, -1.0, -0.2], [0.2, -1.7, 0.0], [1.4, 0.5, 0.6], [0.2, 0.2, 0.1], [0.4, -0.1, 0.2], [0.4, -0.3, -0.5], [0.5, 0.0, -0.1], [-0.1, -0.3, 0.2], [-0.3, 0.4, -0.1], [0.0, 0.2, 0.0], [0.1, -0.3, 0.0], [1.9, 0.1, -0.5], [-0.7, -0.2, -0.9], [-0.1, 0.0, -0.2], [0.0, -0.2, 0.2], [0.0, 0.2, -0.2], [-0.1, 0.0, 0.2], [0.1, 0.0, 0.0], [-0.2, -0.1, 0.1], [-0.1, 0.1, -0.1], [0.7, 0.5, -1.6]], "mulliken_charge": [-0.75, -0.40, 0.34, 0.25, 0.28, -0.69, -0.32, -0.38, -0.60, -0.88, -0.47, -0.42, -0.38, -0.81, 0.40, 0.34, 0.37, 0.36, 0.31, 0.39, 0.31, 0.27, 0.30, 0.37, 0.28, 0.27, 0.32, 1.91], "orbital_gap_ev": [8.69, 7.82], "lumo_ev": [-2.967, -3.872], "spin_multiplicity": 2, "e_homo_ev": [-11.7, -11.7], "total_charge": 1}

***

What is the formula in the first record?
C7H16

***

Repeat the fourth record exactly.
{"formula": "C7H16BaCl3GeOS3", "method": "ωB97M-V/def2-TZVPD", "elements": ["Ba", "C", "C", "S", "C", "C", "S", "C", "C", "S", "H", "H", "H", "H", "H", "H", "H", "H", "H", "H", "H", "H", "C", "O", "H", "H", "H", "H", "Cl", "Ge", "Cl", "Cl"], "xyz": [[-0.448761, -0.309438, 0.877404], [-3.971363, 2.271168, 2.941350], [-2.710161, 3.127630, 3.008175], [-1.274404, 2.463777, 2.122494], [-1.049847, 3.376949, 0.575169], [-2.177971, 3.216334, -0.437871], [-2.328277, 1.488207, -1.004310], [-4.111548, 1.153420, -0.888586], [-4.676086, 0.928362, 0.510022], [-5.011732, 2.442338, 1.467855], [-4.604900, 2.557204, 3.781909], [-3.731580, 1.214478, 3.065616], [-2.383990, 3.202877, 4.045548], [-2.869970, 4.140443, 2.636700], [-0.108642, 2.993869, 0.165843], [-0.883950, 4.427328, 0.814114], [-1.996761, 3.833394, -1.316675], [-3.130368, 3.501025, 0.004339], [-4.261444, 0.259155, -1.495915], [-4.613037, 1.974143, -1.400897], [-4.019299, 0.289324, 1.104010], [-5.632271, 0.414734, 0.403060], [1.351639, -1.901907, -1.842724], [0.106074, -1.213301, -1.502975], [1.256061, -2.376929, -2.814514], [1.560144, -2.664172, -1.093317], [2.151829, -1.167815, -1.878013], [-0.534293, -1.389033, -2.201320], [4.018750, -0.419649, 0.604847], [2.442941, -0.829806, 1.928839], [2.125451, -2.893437, 2.337033], [2.439012, 0.385945, 3.632359]], "forces_ev_per_angstrom": [[-1.3, 0.2, -0.2], [0.0, 0.0, 0.0], [-0.2, 0.0, -0.1], [0.5, -0.3, 0.1], [-0.4, 0.0, -0.1], [0.1, 0.0, 0.1], [-0.1, 0.1, -0.1], [0.1, 0.0, 0.1], [0.0, 0.1, 0.0], [0.1, 0.1, -0.1], [0.0, 0.0, 0.0], [0.0, 0.0, 0.1], [0.1, 0.0, 0.0], [-0.1, 0.0, 0.0], [0.1, 0.1, 0.0], [0.0, 0.0, 0.0], [0.1, 0.0, 0.0], [0.0, 0.0, 0.0], [0.0, 0.0, 0.0], [-0.1, 0.0, 0.0], [0.0, -0.1, 0.0], [0.0, 0.0, 0.0], [0.0, 0.0, -0.1], [0.1, -0.2, 0.0], [0.0, 0.0, 0.0], [0.0, 0.0, 0.0], [0.0, 0.0, 0.0], [0.0, 0.1, -0.1], [0.2, 0.0, -0.1], [1.0, -0.3, 0.0], [-0.1, 0.0, 0.0], [0.0, 0.2, 0.4]], "mulliken_charge": [1.66, -0.64, -0.75, -0.16, -0.75, -0.35, -0.11, -0.68, -0.46, -0.08, 0.42, 0.25, 0.48, 0.41, 0.28, 0.41, 0.46, 0.23, 0.45, 0.40, 0.08, 0.43, -0.62, -0.37, 0.33, 0.29, 0.23, 0.25, -0.17, 0.39, -0.16, -0.14], "orbital_gap_ev": [7.53, 5.12], "lumo_ev": [-6.835, -9.246], "spin_multiplicity": 2, "e_homo_ev": [-14.4, -14.4], "total_charge": 2}